(1)
C21H35NO6 | the ωB97M-V functional and the def2-TZVPD basis

Values from the calculation:
LUMO level: 0.3 eV
SMILES: C[N+](=O)[O-].c1ccccc1.c1ccccc1.COCCOC.COCCOC
Charge: 0
Kohn-Sham gap: 9.48 eV
Energy relative to the best compared isomer or geometry (same formula, charge and spin): 539.7 kJ/mol
HOMO: -9.1 eV

Last column: Löwdin charge in e.
Atoms and positions in Å:
1 C -0.24954 -0.32512 -1.64653  0.04
2 N -0.50011 -1.33267 -0.58842  -0.42
3 O 0.15417 -2.35887 -0.63220  0.06
4 O -1.27956 -1.03891 0.29674  0.07
5 H 0.77583 0.00651 -1.50818  0.08
6 H -0.93935 0.50134 -1.51911  0.07
7 H -0.41603 -0.74552 -2.63300  0.11
8 C 3.48420 0.44626 -2.08938  -0.11
9 C 3.14169 0.09316 -3.39300  -0.10
10 C 3.06540 1.07355 -4.37875  -0.11
11 C 3.35867 2.39325 -4.07289  -0.10
12 C 3.69745 2.74411 -2.77263  -0.09
13 C 3.74135 1.77305 -1.78295  -0.10
14 H 3.56206 -0.29432 -1.30233  0.11
15 H 2.92441 -0.94949 -3.59066  0.11
16 H 2.77010 0.73892 -5.36686  0.11
17 H 3.32226 3.14261 -4.85431  0.11
18 H 3.91520 3.78236 -2.56126  0.10
19 H 3.99168 2.09169 -0.77759  0.10
20 C 0.13948 1.65750 1.59076  -0.10
21 C -0.88438 1.74444 2.52082  -0.08
22 C -0.59472 1.65762 3.87590  -0.09
23 C 0.71467 1.50933 4.29600  -0.10
24 C 1.73996 1.42667 3.36383  -0.10
25 C 1.45097 1.49313 2.01201  -0.10
26 H -0.06925 1.66910 0.52831  0.08
27 H -1.91133 1.83548 2.18990  0.10
28 H -1.40264 1.69174 4.59632  0.10
29 H 0.97075 1.45931 5.34685  0.10
30 H 2.75998 1.31267 3.70818  0.10
31 H 2.23421 1.34938 1.27599  0.09
32 C -0.89670 -7.35279 3.37605  -0.12
33 O -0.38384 -6.21786 2.71950  -0.17
34 C -1.12900 -5.06932 2.99820  -0.23
35 C -0.50971 -3.86740 2.31625  -0.22
36 O 0.83699 -3.71329 2.71365  -0.17
37 C 1.22754 -2.36691 2.82096  -0.11
38 H -0.29647 -8.20496 3.06629  0.09
39 H -1.94649 -7.52362 3.10680  0.09
40 H -0.82990 -7.24045 4.46530  0.09
41 H -1.17243 -4.88954 4.08304  0.13
42 H -2.16095 -5.17516 2.62850  0.13
43 H -1.09304 -2.98096 2.59814  0.12
44 H -0.59496 -3.97593 1.23218  0.11
45 H 1.29687 -1.89350 1.83310  0.07
46 H 2.22205 -2.34217 3.26687  0.09
47 H 0.53940 -1.80396 3.46047  0.09
48 C -4.70528 3.40480 -0.53563  -0.11
49 O -3.42368 3.57604 -1.09519  -0.18
50 C -3.13263 2.61129 -2.08373  -0.22
51 C -1.75282 2.90050 -2.58920  -0.23
52 O -1.45817 1.96411 -3.59093  -0.19
53 C -0.13737 2.09475 -4.05889  -0.11
54 H -4.95727 4.31655 0.00544  0.09
55 H -4.71288 2.58818 0.19781  0.09
56 H -5.44889 3.21612 -1.31406  0.09
57 H -3.85947 2.64185 -2.90913  0.13
58 H -3.19106 1.59655 -1.66088  0.13
59 H -1.04889 2.81101 -1.74503  0.12
60 H -1.68156 3.91950 -2.98780  0.14
61 H 0.06571 1.45521 -4.91042  0.09
62 H 0.57323 1.82690 -3.25849  0.07
63 H 0.09407 3.14618 -4.28069  0.10



(2)
C31H29N4O2PSZn | the ωB97M-V functional and the def2-TZVPD basis

Values from the calculation:
LUMO level: 0.5 eV
Charge: 0
Kohn-Sham gap: 8.34 eV
Energy relative to the best compared isomer or geometry (same formula, charge and spin): 95.7 kJ/mol
HOMO: -7.9 eV

Last column: Löwdin charge in e.
Atoms and positions in Å:
1 Zn -0.35580 0.61523 1.06246  0.73
2 N -5.51942 6.06205 0.27530  0.10
3 C -4.76589 5.05908 0.85467  -0.32
4 C -3.40787 4.92410 0.54862  -0.02
5 C -2.66529 3.89917 1.10027  -0.05
6 C -3.27437 2.99594 1.96323  -0.30
7 C -4.62125 3.11789 2.27897  -0.05
8 C -5.36092 4.14453 1.72863  -0.03
9 S -2.38334 1.65980 2.63398  0.61
10 O -3.00037 1.26699 3.87099  -0.29
11 O -0.96363 2.06738 2.69317  -0.36
12 N -2.41213 0.50066 1.50805  -0.16
13 C -2.42276 -0.78722 2.05237  -0.49
14 N -3.53660 -1.37516 2.47466  0.16
15 C -3.38425 -2.57417 3.02374  -0.11
16 C -2.15409 -3.20657 3.15250  -0.04
17 C -1.06773 -2.54067 2.63081  -0.12
18 N -1.19789 -1.34414 2.06441  0.07
19 H -5.02548 6.84433 -0.11666  0.09
20 H -6.39264 6.29652 0.71320  0.09
21 H -2.93761 5.63435 -0.12131  0.11
22 H -1.61011 3.80599 0.88203  0.10
23 H -5.07620 2.41019 2.95890  0.12
24 H -6.41145 4.24601 1.97427  0.11
25 H -4.29038 -3.05547 3.37609  0.11
26 H -2.05541 -4.17662 3.61591  0.10
27 H -0.07007 -2.96736 2.64120  0.12
28 C 3.61029 -1.25956 1.88324  -0.06
29 C 3.64290 -2.33147 0.82451  -0.29
30 C 4.60550 -3.33419 0.89103  -0.05
31 C 4.68231 -4.33168 -0.07140  -0.08
32 C 3.78486 -4.33917 -1.12690  -0.08
33 C 2.82123 -3.34333 -1.21124  -0.08
34 C 2.74078 -2.33645 -0.25214  -0.32
35 P 1.46226 -1.03118 -0.33872  1.09
36 C 0.34823 -1.60322 -1.67693  -0.33
37 C -0.71566 -2.37607 -1.20171  -0.11
38 C -1.68682 -2.89082 -2.04488  -0.08
39 C -1.61266 -2.61051 -3.40005  -0.08
40 C -0.56348 -1.84610 -3.88497  -0.05
41 C 0.43562 -1.33906 -3.05352  -0.25
42 C 1.56397 -0.56772 -3.69069  -0.03
43 C 2.39075 0.42139 -0.90360  -0.36
44 C 3.74216 0.37484 -1.24951  -0.11
45 C 4.43790 1.53180 -1.54806  -0.09
46 C 3.77341 2.75614 -1.50249  -0.08
47 C 2.43240 2.80613 -1.16914  -0.05
48 C 1.70752 1.64761 -0.86385  -0.34
49 C 0.26336 1.71343 -0.50483  -0.21
50 H 4.26938 -1.51524 2.71178  0.08
51 H 2.60131 -1.12138 2.27859  0.06
52 H 3.92946 -0.29456 1.48111  0.08
53 H 5.30592 -3.33277 1.71853  0.11
54 H 5.44015 -5.10102 0.00695  0.10
55 H 3.83158 -5.11288 -1.88254  0.10
56 H 2.11726 -3.35175 -2.03453  0.10
57 H -0.78018 -2.57355 -0.13867  0.07
58 H -2.49575 -3.48886 -1.64518  0.10
59 H -2.36665 -2.98621 -4.08018  0.10
60 H -0.50227 -1.64076 -4.94750  0.11
61 H 1.49181 -0.63921 -4.77545  0.08
62 H 2.53656 -0.95624 -3.38763  0.08
63 H 1.54786 0.48851 -3.41742  0.08
64 H 4.25703 -0.57878 -1.28061  0.11
65 H 5.48694 1.48356 -1.81058  0.10
66 H 4.30619 3.67176 -1.72875  0.10
67 H 1.91938 3.76090 -1.14079  0.11
68 H -0.36393 1.30194 -1.30607  0.05
69 H -0.03593 2.75289 -0.36565  0.03



(3)
C15H27CaN3O3 | the ωB97M-V functional and the def2-TZVPD basis

Values from the calculation:
LUMO level (alpha / beta): -7.5 / -7.4 eV
Charge: +2
Kohn-Sham gap (alpha / beta): 6.37 / 6.37 eV
HOMO (alpha / beta): -13.8 / -13.8 eV

Last column: Löwdin charge in e.
Atoms and positions in Å:
1 C -0.95501 -2.26257 -3.31551  -0.01
2 C -1.67685 -1.24491 -4.07178  -0.27
3 H -1.51371 -3.19313 -3.08338  0.11
4 H 0.09986 -2.49651 -3.63738  0.13
5 C -1.95278 0.07200 -3.71290  -0.34
6 C -1.65556 0.82210 -2.59646  0.20
7 H -2.19417 0.66988 -1.59834  0.14
8 H -0.94220 1.69060 -2.61234  0.11
9 C -2.17233 -1.76708 -5.34487  -0.05
10 H -1.81810 -2.83058 -5.48396  0.11
11 H -1.80131 -1.17484 -6.22057  0.12
12 H -3.30174 -1.79935 -5.38097  0.13
13 C -2.70396 0.88607 -4.67353  -0.05
14 H -3.73198 0.43992 -4.90763  0.13
15 H -2.13638 1.07355 -5.65291  0.13
16 H -2.88631 1.91305 -4.19668  0.11
17 Ca -0.74839 0.36248 2.82365  1.53
18 O -0.39788 -0.19067 0.83733  -0.28
19 C 0.23207 0.18521 -0.25782  -0.41
20 O 0.65894 1.89028 2.17276  -0.19
21 C 1.26723 2.08630 0.98402  -0.40
22 O 2.17903 2.98912 0.85904  0.13
23 N 0.96022 1.39714 -0.14394  0.08
24 C 2.60675 2.94490 -0.56824  -0.03
25 C 1.69155 1.99673 -1.27979  -0.08
26 H 3.64138 2.57608 -0.58564  0.15
27 H 2.54204 3.96783 -0.94851  0.15
28 H 2.23449 1.24774 -1.86736  0.14
29 H 0.98649 2.52698 -1.93802  0.13
30 C 0.22409 -0.53406 -1.38751  -0.15
31 C -0.56668 -1.72804 -1.37404  -0.08
32 H 0.77699 -0.20448 -2.32940  0.15
33 H -1.62762 -1.76509 -0.99683  0.11
34 H 0.10001 -2.59322 -1.09926  0.11
35 N 1.02161 -1.18830 3.21947  -0.11
36 C 1.06689 -1.82875 4.56366  -0.24
37 C 1.52729 -0.87409 5.66176  -0.18
38 C 1.16034 0.59574 5.51342  -0.24
39 N -0.28501 0.78483 5.15281  -0.11
40 H 1.90338 -0.70268 3.01471  0.10
41 H 0.93871 -1.88861 2.47473  0.10
42 H 0.05688 -2.20183 4.77902  0.11
43 H 1.72462 -2.70971 4.52747  0.13
44 H 1.12685 -1.24510 6.61598  0.13
45 H 2.61937 -0.94353 5.75917  0.13
46 H 1.36684 1.12724 6.45251  0.13
47 H 1.75892 1.08639 4.73620  0.11
48 H -0.53874 1.76672 5.29799  0.10
49 H -0.86610 0.26825 5.81987  0.10



(4)
C29H36N2O2P3Pt | the ωB97M-V functional and the def2-TZVPD basis

Values from the calculation:
LUMO level (alpha / beta): -3.9 / -4.0 eV
Charge: +1
Kohn-Sham gap (alpha / beta): 6.13 / 6.01 eV
Energy relative to the best compared isomer or geometry (same formula, charge and spin): 143.1 kJ/mol
HOMO (alpha / beta): -10.1 / -10.1 eV

Last column: Löwdin charge in e.
Atoms and positions in Å:
1 Pt 0.11050 0.54690 0.26690  0.74
2 C 2.66230 -1.10600 -1.64620  -0.24
3 P 2.34330 0.01410 -0.22750  0.70
4 C 3.67610 1.24620 -0.47320  -0.25
5 C 2.92750 -0.98160 1.22910  -0.39
6 C 2.11890 -0.71060 2.49860  -0.41
7 P 0.27710 -0.94880 2.26630  0.83
8 C 0.21540 -2.77690 2.17770  -0.22
9 C -0.30060 -0.56130 3.95940  -0.20
10 H 3.69550 -1.45500 -1.63790  0.06
11 H 2.48010 -0.55110 -2.56690  0.05
12 H 1.98470 -1.95950 -1.62310  0.05
13 H 4.63580 0.73800 -0.56230  0.05
14 H 3.70340 1.94940 0.35800  0.04
15 H 3.47580 1.80440 -1.38950  0.05
16 H 3.98230 -0.75200 1.40390  0.09
17 H 2.85510 -2.03970 0.96360  0.08
18 H 2.27170 0.32470 2.81510  0.06
19 H 2.47380 -1.36470 3.30380  0.09
20 H 0.66830 -3.19990 3.07470  0.06
21 H 0.74860 -3.12350 1.29280  0.05
22 H -0.82340 -3.08510 2.11150  0.04
23 H 0.30420 -1.11500 4.67750  0.06
24 H -1.34490 -0.84950 4.04710  0.05
25 H -0.20440 0.50720 4.14320  0.03
26 C 0.85810 6.60940 -0.91300  -0.07
27 C 1.31120 5.40670 -1.42950  -0.07
28 C 0.91070 4.20720 -0.86260  -0.09
29 C 0.06440 4.21850 0.23790  -0.36
30 C -0.37840 5.42870 0.76660  -0.09
31 C 0.01370 6.61950 0.18740  -0.06
32 P -0.47850 2.69490 1.06900  0.93
33 C 0.08430 3.01920 2.77090  -0.37
34 C -0.74100 3.41570 3.81740  -0.09
35 C -0.19190 3.73610 5.04810  -0.07
36 C 1.17780 3.66380 5.23970  -0.07
37 C 2.00510 3.25780 4.20240  -0.07
38 C 1.46140 2.93680 2.97440  -0.12
39 C -2.28280 2.74210 1.03420  -0.37
40 C -2.95170 3.39190 0.00030  -0.08
41 C -4.31450 3.21050 -0.15690  -0.06
42 C -5.01530 2.37680 0.70140  -0.07
43 C -4.35220 1.73880 1.73990  -0.07
44 C -2.98980 1.90670 1.89830  -0.12
45 H 1.16290 7.54380 -1.36080  0.11
46 H 1.98570 5.40040 -2.27250  0.11
47 H 1.24070 3.26200 -1.27360  0.08
48 H -1.02970 5.42950 1.62900  0.11
49 H -0.33240 7.55390 0.60350  0.11
50 H -1.80830 3.49460 3.66770  0.10
51 H -0.83410 4.05810 5.85390  0.11
52 H 1.60230 3.93230 6.19370  0.11
53 H 3.07300 3.21010 4.35330  0.11
54 H 2.09640 2.64640 2.14650  0.08
55 H -2.39690 4.02390 -0.67800  0.11
56 H -4.83110 3.70620 -0.96470  0.11
57 H -6.07330 2.21370 0.55550  0.11
58 H -4.89430 1.10950 2.43140  0.11
59 H -2.45200 1.37180 2.66990  0.10
60 C -4.65170 -2.44470 0.73930  -0.01
61 N -3.88000 -1.39210 0.11690  -0.04
62 C -4.28250 -0.83020 -1.04950  -0.04
63 C -3.56260 0.10020 -1.71150  0.03
64 C -2.28660 0.47070 -1.16330  -0.54
65 O -1.45150 1.25000 -1.65260  -0.05
66 N -1.95570 -0.10990 0.01090  0.02
67 C -2.68270 -0.98590 0.70140  -0.53
68 O -2.31990 -1.42090 1.79390  -0.05
69 H -5.71570 -2.24890 0.62370  0.10
70 H -4.39220 -2.48930 1.79580  0.09
71 H -4.41870 -3.40880 0.28150  0.10
72 H -5.23360 -1.17730 -1.42710  0.14
73 H -3.89930 0.53270 -2.63490  0.12